{"formula": "C19H19CoF2N", "method": "ωB97M-V/def2-TZVPD", "lumo_ha": [-0.001, -0.015], "s2": 3.77, "total_charge": 0, "fmax_ev_per_a": 9.11, "total_energy_ev": -64555.474, "spin_multiplicity": 4, "species": ["C", "C", "C", "H", "C", "H", "H", "H", "C", "H", "H", "C", "H", "H", "C", "H", "H", "C", "H", "H", "Co", "H", "F", "C", "C", "C", "C", "C", "F", "C", "C", "C", "C", "C", "C", "N", "H", "H", "H", "H", "H", "H"], "coordinates": [[-0.994, -2.613, -1.639], [-2.175, 0.355, -1.951], [-2.130, -1.867, -1.097], [-0.042, -2.569, -1.020], [-2.932, 0.259, -0.648], [-2.067, 1.376, -2.301], [-2.976, -2.305, -1.774], [-3.156, 1.231, -0.251], [-2.873, -2.085, 0.207], [-2.226, -1.916, 1.038], [-3.460, -2.973, 0.421], [-0.887, -1.763, -2.982], [-1.016, -2.387, -3.886], [0.073, -1.235, -3.111], [-2.032, -0.653, -3.061], [-3.004, -1.144, -3.230], [-1.878, -0.080, -3.982], [-3.769, -0.834, -0.110], [-4.514, -1.108, -0.865], [-4.313, -0.515, 0.747], [-1.256, -0.024, -0.569], [-1.255, -3.645, -1.751], [-1.642, 0.297, 4.697], [-0.839, 0.411, 3.582], [-1.365, -0.005, 2.356], [-0.570, 0.128, 1.226], [0.724, 0.668, 1.293], [1.200, 1.078, 2.564], [2.448, 1.657, 2.682], [0.439, 0.950, 3.714], [1.395, 0.861, 0.012], [2.699, 1.310, -0.155], [3.197, 1.574, -1.426], [2.356, 1.373, -2.524], [1.057, 0.915, -2.319], [0.603, 0.596, -1.082], [-2.373, -0.413, 2.295], [0.817, 1.273, 4.681], [3.339, 1.473, 0.718], [4.215, 1.925, -1.596], [2.651, 1.571, -3.565], [0.328, 0.771, -3.129]], "forces_ev_per_angstrom": [[2.34, 1.89, -0.37], [-3.91, 1.52, -3.10], [-2.64, -6.17, 1.10], [-0.90, 0.05, -0.70], [-3.67, 1.91, -2.36], [-0.05, 0.36, 0.05], [1.30, 1.76, 0.57], [-0.29, 0.70, 0.07], [0.02, 2.03, -0.71], [0.25, 0.15, 0.83], [0.00, -0.40, -0.56], [-0.17, 0.01, -0.70], [0.13, 0.14, 0.42], [-0.27, -0.58, 0.29], [-0.35, -0.35, -1.56], [0.37, 0.14, -0.14], [0.28, -0.09, -0.11], [-0.84, -1.18, 0.57], [-0.08, -0.24, 0.12], [-0.57, 0.50, 0.82], [7.74, -2.16, 4.29], [0.00, -0.78, -0.46], [0.89, 0.18, -0.74], [-0.78, -0.31, 0.01], [0.70, 0.37, 1.03], [0.12, 0.07, 0.77], [-0.02, 0.18, 1.48], [0.26, -0.03, -0.74], [-0.93, -0.45, 0.11], [-0.08, 0.01, 0.14], [-0.23, -0.16, -0.95], [0.92, 0.40, 0.09], [-0.53, -0.36, -0.39], [-0.41, 0.11, -0.65], [0.10, -0.33, 1.04], [1.22, 0.96, -0.34], [0.22, 0.23, 0.25], [-0.08, -0.07, -0.27], [-0.43, -0.08, -0.44], [-0.26, -0.10, 0.24], [0.07, 0.00, 0.68], [0.57, 0.14, 0.35]]}